117
Properties=species:S:1:pos:R:3:forces:R:3 method="wB97M-V/def2-TZVPD" energy_ev=-93021.9807 total_charge=+1 orbital_gap_ev=6.99 homo_energy_ha=-0.3781
C 1.10391 -3.61170 3.85732 -0.5 0.5 -0.6
C 1.65291 -3.09344 2.52015 0.0 -0.3 1.7
O 0.67417 -3.41478 1.50542 0.7 0.3 -0.4
C 0.81838 -2.85460 0.30742 -0.3 -0.4 -0.2
C 1.33495 -1.57312 0.08060 0.1 0.1 -0.1
C 1.38255 -1.08475 -1.20205 0.9 -0.1 0.0
P 1.97098 0.59706 -1.59879 -1.7 2.0 0.3
O 0.75027 1.44682 -1.77830 0.2 -0.5 -0.1
N 0.94379 -1.82652 -2.23434 -0.1 0.0 -0.2
C 0.45324 -3.05802 -2.06300 -0.2 -0.1 1.0
C 0.36708 -3.60060 -0.79479 0.1 -0.3 -0.6
C -0.26206 -4.96853 -0.67831 0.0 0.4 0.5
C -1.79875 -4.80582 -0.75505 0.4 0.1 -0.7
C -2.23607 -3.56912 0.00724 -0.2 -0.6 0.2
O -3.63574 -3.61219 0.35615 0.4 0.1 -0.5
C -3.86400 -2.63728 1.28318 -0.5 0.5 0.1
C -4.55265 -1.39414 0.80187 -0.5 -0.2 0.4
O -3.53681 -2.75851 2.42341 0.4 -0.3 0.6
H 0.02615 -3.71711 3.73858 -0.1 -0.2 0.1
H 1.55166 -4.55485 4.14473 0.1 0.0 0.1
H 1.22888 -2.84510 4.61645 0.3 -0.2 0.2
H 2.60264 -3.59932 2.34951 0.0 0.0 -0.6
H 1.81749 -2.02684 2.63783 -0.1 0.2 -0.5
H 1.68596 -0.96516 0.89813 0.1 0.1 0.0
H 2.67329 1.09575 -0.48300 0.7 -0.7 -0.2
H 2.71879 0.60095 -2.79075 0.4 -0.6 0.3
H 0.98534 -1.44419 -3.17524 0.2 -0.3 -0.1
H 0.08326 -3.62190 -2.90007 0.2 0.2 -0.4
H 0.11945 -5.58678 -1.48815 -0.1 -0.1 -0.1
H 0.05911 -5.42274 0.25762 -0.1 0.0 0.1
H -2.01527 -4.61775 -1.81231 -0.3 -0.5 0.5
H -2.29334 -5.70754 -0.40701 -0.1 0.0 0.1
H -2.08163 -2.69250 -0.62642 0.1 0.1 0.1
H -1.67371 -3.49866 0.93752 0.0 0.2 0.1
H -5.42340 -1.64847 0.20336 0.1 0.1 -0.3
H -4.89984 -0.87677 1.68811 0.0 0.2 0.0
H -3.86991 -0.72187 0.28721 0.0 -0.1 -0.3
C -3.46841 -2.52482 -3.45301 -0.1 0.1 0.0
O -2.71265 -3.45687 -3.17968 0.1 0.4 -0.5
N -4.80373 -2.59704 -3.22438 0.0 -0.1 0.1
N -3.02491 -1.35751 -3.99762 0.1 -0.1 0.1
H -5.44363 -1.85482 -3.43579 0.0 0.0 0.0
H -5.15686 -3.44543 -2.82019 0.0 0.0 0.0
H -2.04337 -1.27282 -4.18033 0.0 0.0 -0.1
H -3.62610 -0.58746 -4.22419 0.0 0.0 0.0
C 1.63157 4.41005 -4.52316 0.0 0.0 0.1
O 1.99361 3.59876 -5.37155 0.0 0.0 0.0
N 1.57943 5.74939 -4.77316 0.1 0.0 -0.2
N 1.25677 4.03106 -3.27248 0.2 0.1 -0.1
H 1.28470 6.42683 -4.09679 0.0 0.0 0.0
H 1.84645 6.06440 -5.68915 -0.1 0.1 0.0
H 1.28567 3.05333 -3.05478 -0.2 0.0 0.1
H 0.95550 4.66824 -2.55549 -0.1 -0.1 0.0
C 1.63059 -3.83908 -5.71996 0.0 -0.1 -0.3
O 1.83700 -3.09574 -4.76328 -0.3 0.1 0.3
N 0.40333 -4.37535 -5.97859 0.0 0.1 0.2
N 2.61490 -4.17842 -6.58950 0.1 0.0 0.1
H 0.21830 -4.98237 -6.75469 0.0 0.0 0.0
H -0.35041 -4.14216 -5.35820 -0.1 0.0 -0.1
H 3.52778 -3.79571 -6.42463 0.0 0.0 0.0
H 2.47528 -4.78082 -7.37833 0.0 0.0 0.0
C -0.56821 7.11736 -7.53180 -0.1 -0.1 0.0
O 0.48870 7.66885 -7.28178 0.1 0.0 0.1
N -0.63073 5.86723 -8.07996 0.1 0.0 0.0
N -1.77768 7.70641 -7.28197 0.0 0.1 0.0
H -1.48861 5.39624 -8.29157 0.0 0.0 0.0
H 0.23935 5.40559 -8.27033 0.0 0.0 0.0
H -1.76481 8.62458 -6.87991 0.0 0.0 0.0
H -2.65839 7.27250 -7.47917 0.0 0.0 0.0
C -0.84877 4.13075 0.23462 -0.1 -0.1 0.1
O -0.37976 4.65239 -0.76185 0.1 0.1 0.0
N -0.61247 2.81895 0.55802 0.3 -0.1 0.1
N -1.65011 4.81046 1.10693 0.1 0.0 0.0
H -0.99550 2.37948 1.37315 -0.1 0.1 0.0
H -0.02899 2.28243 -0.06928 -0.2 0.1 -0.2
H -1.84412 5.77171 0.89669 0.0 0.0 0.0
H -2.05335 4.40124 1.92858 -0.1 0.0 -0.1
C 4.36311 3.14234 1.51231 0.1 0.2 0.1
O 4.41575 2.75442 0.34939 -0.3 -0.3 -0.1
N 3.17587 3.49267 2.10418 -0.1 -0.2 -0.1
N 5.45778 3.25963 2.29768 -0.1 0.2 -0.4
H 3.10704 3.81819 3.04928 0.1 0.1 0.0
H 2.34373 3.43277 1.54587 0.0 0.1 0.0
H 6.33969 3.01228 1.89097 0.0 0.0 0.0
H 5.43785 3.56697 3.25129 0.0 -0.2 0.1
C 6.53764 1.20438 5.26253 0.1 -0.1 0.1
O 6.32750 2.28359 4.73294 0.0 0.0 0.2
N 7.79482 0.69919 5.41377 0.0 0.0 -0.1
N 5.52925 0.41780 5.74577 -0.1 0.0 -0.1
H 7.99095 -0.18333 5.84551 0.0 0.0 0.0
H 8.55671 1.25401 5.07095 0.0 0.0 0.0
H 4.59358 0.76351 5.65188 0.0 0.0 0.0
H 5.67975 -0.46994 6.18522 0.0 0.0 0.0
C -6.12858 1.69360 3.58621 -0.5 -0.3 -0.2
O -5.56414 2.09142 2.58057 0.1 0.0 0.0
N -5.90787 0.44500 4.09508 0.1 0.0 0.0
N -7.02023 2.46207 4.28109 0.1 0.1 -0.1
H -6.34708 0.08568 4.92144 0.0 0.0 0.0
H -5.25707 -0.13416 3.59930 0.0 -0.1 0.1
H -7.20557 3.38714 3.93288 -0.1 0.0 0.0
H -7.49384 2.15288 5.10912 0.0 0.0 0.0
C 3.97757 -6.64449 2.50817 0.1 -0.1 0.0
O 3.91621 -5.60863 3.15271 -0.2 0.1 -0.1
N 4.92789 -7.59147 2.74104 0.0 0.0 0.0
N 3.09559 -6.93669 1.50257 0.0 0.1 0.0
H 4.99710 -8.44857 2.22662 0.0 0.0 0.0
H 5.58884 -7.40770 3.47274 0.0 0.0 0.0
H 2.38063 -6.26220 1.30851 0.0 0.0 0.0
H 3.12787 -7.78101 0.96372 0.0 0.0 0.0
C -4.28548 4.76289 5.82390 0.0 0.0 0.0
O -5.27513 5.47264 5.80906 0.0 0.0 0.0
N -3.13117 5.12859 6.46573 0.0 0.1 0.0
N -4.25429 3.54796 5.20056 -0.1 0.0 -0.1
H -2.30673 4.56109 6.49245 0.0 0.0 0.0
H -3.12821 6.01643 6.93189 0.0 0.0 0.0
H -5.09905 3.26506 4.72447 0.4 0.2 0.2
H -3.45677 2.94226 5.19499 0.0 0.0 0.0